# 1
Molecular formula: C10H9O2P
Method: DFT, ωB97M-V/def2-TZVPD

```
22
Properties=species:S:1:pos:R:3:lowdin_charge:R:1
C -0.084 -2.580 1.014 -0.085
C -1.015 -2.160 0.075 -0.082
C 0.880 -1.697 1.472 -0.075
C -1.005 -0.859 -0.380 -0.040
C 0.910 -0.398 1.003 -0.022
C -0.052 0.054 0.094 -0.247
C 1.094 1.458 -2.251 -0.376
C 2.308 1.934 -1.625 -0.606
C 0.824 2.479 0.149 -0.176
C -0.104 1.419 -0.366 -0.043
O 3.386 1.942 -2.170 0.096
O 2.160 2.354 -0.355 0.002
P 0.652 1.127 -3.801 0.897
H -0.116 -3.595 1.383 0.102
H -1.756 -2.856 -0.291 0.103
H 1.614 -2.024 2.197 0.106
H -1.736 -0.525 -1.104 0.108
H 1.668 0.279 1.367 0.112
H 0.441 3.468 -0.134 0.132
H 0.935 2.442 1.239 0.130
H -1.046 1.756 -0.771 0.114
H -0.689 0.776 -3.534 -0.150
```

Results
largest force on an atom: 4.164 eV/Å
lowest unoccupied orbital energy (spin up / spin down): -0.722 / -0.722 eV
frontier orbital gap (spin up / spin down): 0.27808 / 0.27806 hartree
HOMO energy (spin up / spin down): -0.3046 / -0.3046 hartree
total energy: -23896.49621 eV
relative energy (zero: lowest compared OMol25 entry of this formula, charge and spin): 38.3 kcal/mol

---

# 2
Molecular formula: C21H20N5OsS
Method: DFT, ωB97M-V/def2-TZVPD

```
48
Properties=species:S:1:pos:R:3:lowdin_charge:R:1
Os -0.054 0.413 0.168 1.062
C -2.452 5.311 -0.754 -0.061
C -2.509 3.987 -1.169 -0.067
C -1.529 3.105 -0.775 -0.047
C -0.473 3.534 0.043 -0.277
C -0.421 4.872 0.458 -0.005
C -1.410 5.744 0.055 -0.065
N 0.484 2.607 0.370 -0.059
N 1.399 2.842 1.228 0.092
C 2.083 1.778 1.688 -0.308
C 3.180 1.948 2.544 -0.003
C 3.729 0.855 3.179 -0.069
C 3.228 -0.419 2.949 -0.063
C 2.180 -0.607 2.049 -0.119
C 1.587 0.462 1.408 -0.259
H -3.221 6.000 -1.065 0.110
H -3.316 3.648 -1.803 0.112
H -1.560 2.057 -1.085 0.056
H 0.397 5.194 1.084 0.111
H -1.375 6.776 0.373 0.112
H 3.557 2.945 2.709 0.118
H 4.544 0.993 3.872 0.111
H 3.635 -1.269 3.475 0.110
H 1.813 -1.613 1.875 0.095
N -1.259 0.216 1.538 -0.113
C -1.743 0.546 2.708 -0.393
C -2.789 -0.200 3.321 -0.003
C -3.278 0.157 4.554 -0.068
C -2.769 1.261 5.230 -0.043
C -1.761 2.020 4.642 -0.065
C -1.250 1.682 3.416 0.003
H -3.179 -1.057 2.793 0.114
H -4.072 -0.424 4.998 0.111
H -3.156 1.530 6.200 0.113
H -1.378 2.890 5.153 0.112
H -0.469 2.265 2.953 0.092
S 0.511 0.043 -2.132 0.601
C 0.967 -1.492 -2.637 -0.804
N 1.705 -2.382 -1.962 0.045
C 2.057 -3.519 -2.801 -0.112
C 1.131 -3.337 -4.018 -0.114
N 0.647 -1.983 -3.836 0.034
H 2.235 -2.141 -1.138 0.144
H 1.877 -4.457 -2.275 0.125
H 3.113 -3.474 -3.084 0.128
H 0.296 -4.043 -4.005 0.128
H 1.657 -3.441 -4.969 0.127
H 0.007 -1.536 -4.469 0.151
```

Results
largest force on an atom: 5.095 eV/Å
lowest unoccupied orbital energy (spin up / spin down): -4.479 / -4.462 eV
frontier orbital gap (spin up / spin down): 0.21364 / 0.21486 hartree
HOMO energy (spin up / spin down): -0.3782 / -0.3788 hartree
charge: +1
total energy: -42846.22097 eV
relative energy (zero: lowest compared OMol25 entry of this formula, charge and spin): 34.8 kcal/mol

---

# 3
Molecular formula: C2H4FN
Method: DFT, ωB97M-V/def2-TZVPD

```
8
Properties=species:S:1:pos:R:3:lowdin_charge:R:1
C -1.445 0.056 0.006 -0.316
C 0.833 -0.458 -0.008 0.100
N -1.741 1.203 -0.279 0.121
F -2.164 -1.055 0.225 0.031
H 0.827 0.303 -0.811 0.014
H 0.579 -1.520 -0.072 0.004
H 1.369 -0.164 0.879 -0.004
H -2.677 1.544 -0.326 0.051
```

Results
largest force on an atom: 4.300 eV/Å
lowest unoccupied orbital energy: 0.255 eV
frontier orbital gap: 0.34327 hartree
HOMO energy: -0.3339 hartree
total energy: -6342.76018 eV
relative energy (zero: lowest compared OMol25 entry of this formula, charge and spin): 74.7 kcal/mol

---

# 4
Molecular formula: C2HBrCl2F2
Method: DFT, ωB97M-V/def2-TZVPD

```
8
Properties=species:S:1:pos:R:3:lowdin_charge:R:1
C -0.390 0.491 -0.567 -1.124
C 0.344 1.664 0.219 -0.959
F 0.142 1.777 1.554 0.008
F 0.023 2.872 -0.285 0.030
Cl -0.216 0.526 -2.303 0.588
Cl 2.174 1.385 0.033 0.606
Br -2.235 0.614 0.125 0.831
H 0.008 -0.342 -0.094 0.020
```

Results
largest force on an atom: 6.345 eV/Å
multiplicity: 3
lowest unoccupied orbital energy (spin up / spin down): 0.589 / -4.712 eV
frontier orbital gap (spin up / spin down): 0.24341 / 0.24043 hartree
HOMO energy (spin up / spin down): -0.2218 / -0.4136 hartree
total energy: -102607.00081 eV
relative energy (zero: lowest compared OMol25 entry of this formula, charge and spin): 52.8 kcal/mol

---

# 5
Molecular formula: C4H8FNO
Method: DFT, ωB97M-V/def2-TZVPD

```
15
Properties=species:S:1:pos:R:3:lowdin_charge:R:1
C 2.383 -0.150 0.318 -0.059
C 0.952 -0.643 -0.096 -0.176
N 0.124 -0.782 0.846 0.075
C -1.183 -1.018 0.688 -0.240
F -1.644 -1.650 -0.473 0.005
O -1.902 0.576 0.495 -0.206
C -1.500 1.248 -0.698 -0.171
H 2.165 0.755 0.967 0.091
H 3.009 0.069 -0.592 0.076
H 2.882 -0.851 1.039 0.082
H 0.772 -0.909 -1.131 0.119
H -1.831 -1.248 1.552 0.152
H -0.391 1.121 -0.848 0.063
H -1.771 2.370 -0.429 0.118
H -2.064 1.112 -1.637 0.070
```

Results
largest force on an atom: 5.787 eV/Å
lowest unoccupied orbital energy: 0.212 eV
frontier orbital gap: 0.36512 hartree
HOMO energy: -0.3573 hartree
total energy: -10530.07076 eV
relative energy (zero: lowest compared OMol25 entry of this formula, charge and spin): 56.1 kcal/mol

---

# 6
Molecular formula: C6H10N2S2
Method: DFT, ωB97M-V/def2-TZVPD

```
20
Properties=species:S:1:pos:R:3:lowdin_charge:R:1
C -1.999 1.759 0.543 -0.134
C -2.387 0.642 -0.180 -0.161
C -0.955 2.353 -0.103 -0.083
C 0.598 -1.933 -0.907 -0.108
C 1.409 -1.369 1.429 -0.151
C 1.359 -1.014 0.009 -0.724
N -1.614 0.565 -1.288 -0.017
N -0.742 1.537 -1.274 -0.067
S 3.143 1.215 0.750 0.081
S 1.986 0.363 -0.549 0.473
H -2.577 2.226 1.343 0.101
H -3.081 -0.206 0.080 0.117
H 1.218 -2.652 -1.318 0.052
H 0.226 -1.291 -1.766 0.080
H -0.183 -2.501 -0.443 0.077
H 0.392 -1.751 1.767 0.109
H 1.566 -0.528 2.114 0.040
H 2.070 -2.149 1.765 0.086
H -0.021 1.381 -1.953 0.097
H -0.411 3.354 -0.019 0.134
```

Results
largest force on an atom: 3.301 eV/Å
lowest unoccupied orbital energy (spin up / spin down): -0.340 / -0.340 eV
frontier orbital gap (spin up / spin down): 0.29047 / 0.29051 hartree
HOMO energy (spin up / spin down): -0.3030 / -0.3030 hartree
total energy: -31032.69845 eV
relative energy (zero: lowest compared OMol25 entry of this formula, charge and spin): 50.4 kcal/mol

---

# 7
Molecular formula: C2H10N3
Method: DFT, ωB97M-V/def2-TZVPD

```
15
Properties=species:S:1:pos:R:3:lowdin_charge:R:1
N -3.113 -0.405 0.957 0.487
H -2.965 -1.311 1.423 0.156
H -3.845 -0.579 0.257 0.166
H -3.582 0.166 1.695 0.179
C 0.425 -1.354 0.697 -0.001
N 1.417 1.646 -1.301 0.204
C 0.797 0.745 -0.537 -0.133
N 1.255 -0.439 -0.168 0.042
H 0.241 -2.279 0.140 0.106
H -0.499 -0.895 1.067 0.059
H 1.070 -1.650 1.519 0.104
H 2.432 1.740 -1.407 0.162
H 0.868 2.458 -1.520 0.133
H -0.229 0.964 -0.235 0.149
H 2.263 -0.578 -0.312 0.186
```

Results
largest force on an atom: 4.788 eV/Å
multiplicity: 2
lowest unoccupied orbital energy (spin up / spin down): -7.649 / -14.644 eV
frontier orbital gap (spin up / spin down): 0.40133 / 0.14416 hartree
HOMO energy (spin up / spin down): -0.6824 / -0.6823 hartree
charge: +2
total energy: -6686.14265 eV
relative energy (zero: lowest compared OMol25 entry of this formula, charge and spin): 20.4 kcal/mol

---

# 8
Molecular formula: C40H31AuBrN4O3PS2
Method: DFT, ωB97M-V/def2-TZVPD

```
83
Properties=species:S:1:pos:R:3:lowdin_charge:R:1
Au -0.228 -0.057 -0.617 1.169
Br 2.183 3.869 5.037 0.833
C 1.484 2.521 3.938 -0.683
C 1.811 2.492 2.592 -0.097
C 1.268 1.510 1.780 -0.049
C 0.405 0.559 2.301 -0.275
C 0.099 0.580 3.661 -0.024
C 0.635 1.560 4.476 -0.089
N -0.155 -0.417 1.404 -0.054
C -0.689 -1.511 1.815 -0.019
C -1.154 -2.583 0.937 -0.260
C -1.884 -3.640 1.451 0.019
C -2.259 -4.660 0.584 -0.011
C -1.873 -4.581 -0.740 0.005
C -1.129 -3.480 -1.167 -0.088
N -0.776 -2.506 -0.347 0.057
H 2.483 3.230 2.177 0.115
H 1.536 1.486 0.732 0.089
H -0.579 -0.137 4.105 0.115
H 0.388 1.584 5.528 0.117
H -0.756 -1.691 2.883 0.140
H -2.153 -3.668 2.499 0.128
H -2.835 -5.501 0.944 0.127
H -2.136 -5.356 -1.447 0.126
H -0.818 -3.387 -2.200 0.129
O -1.734 -0.875 -4.348 -0.220
S -1.869 -0.213 -3.099 0.532
O -2.589 -0.846 -2.020 -0.330
O -0.450 0.211 -2.581 -0.488
C -2.609 1.364 -3.202 -0.277
C -3.152 1.854 -4.371 -0.010
C -3.815 3.076 -4.340 -0.017
C -3.920 3.781 -3.150 -0.026
C -3.346 3.289 -1.983 -0.047
C -2.691 2.063 -1.993 -0.301
P -1.920 1.559 -0.418 1.077
C -3.188 1.043 0.727 -0.335
C -4.367 0.495 0.218 -0.059
C -5.340 0.036 1.091 -0.038
C -5.139 0.116 2.462 -0.040
C -3.962 0.655 2.971 -0.051
C -2.982 1.116 2.109 -0.109
C -1.065 3.035 0.129 -0.371
C 0.072 3.402 -0.601 -0.106
C 0.747 4.566 -0.285 -0.050
C 0.292 5.369 0.758 -0.039
C -0.847 5.018 1.466 -0.040
C -1.536 3.854 1.152 -0.069
H -3.064 1.279 -5.283 0.131
H -4.251 3.473 -5.246 0.126
H -4.443 4.726 -3.124 0.124
H -3.416 3.870 -1.072 0.120
H -4.518 0.422 -0.851 0.109
H -6.258 -0.380 0.699 0.122
H -5.907 -0.234 3.140 0.120
H -3.818 0.731 4.041 0.117
H -2.073 1.544 2.511 0.086
H 0.418 2.785 -1.424 0.106
H 1.622 4.855 -0.852 0.121
H 0.822 6.279 1.006 0.122
H -1.209 5.656 2.262 0.122
H -2.436 3.604 1.697 0.108
S 6.221 -1.679 -1.761 1.039
C 4.515 -1.336 -1.443 -0.487
C 3.950 -1.512 -0.179 -0.034
C 2.623 -1.210 0.009 -0.112
N 1.844 -0.731 -0.977 -0.059
C 2.380 -0.556 -2.192 -0.095
C 3.703 -0.848 -2.460 -0.041
C 6.278 -3.356 -1.141 -0.526
C 5.828 -4.399 -1.936 -0.072
C 5.885 -5.684 -1.414 -0.123
N 6.353 -5.964 -0.199 0.078
C 6.805 -4.954 0.538 -0.124
C 6.791 -3.630 0.115 -0.085
H 4.539 -1.888 0.646 0.119
H 2.158 -1.347 0.976 0.107
H 1.718 -0.194 -2.967 0.106
H 4.093 -0.704 -3.458 0.122
H 5.453 -4.221 -2.935 0.111
H 5.543 -6.527 -2.003 0.114
H 7.201 -5.211 1.514 0.115
H 7.187 -2.843 0.744 0.110
```

Results
largest force on an atom: 0.635 eV/Å
lowest unoccupied orbital energy: -7.112 eV
frontier orbital gap: 0.23810 hartree
HOMO energy: -0.4995 hartree
charge: +2
total energy: -158766.14650 eV
relative energy (zero: lowest compared OMol25 entry of this formula, charge and spin): 6.9 kcal/mol